{
  "formula": "C7H12",
  "method": "ωB97M-V with the def2-TZVPD basis set",
  "elements": ["C", "H", "H", "H", "C", "H", "H", "H", "H", "C", "H", "C", "H", "H", "C", "C", "C", "H", "H"],
  "positions_angstrom": [[0.817102, 0.170772, 1.214244], [-0.562311, 1.371120, -0.935085], [1.666414, 2.109098, 1.266880], [0.085679, 0.354705, -2.209299], [-0.228223, 0.354656, -1.157938], [1.930758, 0.204807, -0.585342], [-0.186701, -2.391374, -1.628131], [-0.093652, 2.139908, 1.061854], [-2.013511, -0.799110, -1.795066], [0.853135, -1.626132, -0.138440], [-0.161048, -0.456799, 1.592204], [-1.332039, -0.684079, -0.947695], [0.620555, 1.761386, 2.657519], [-1.957128, -0.441329, -0.082173], [0.728479, 1.638959, 1.575996], [-0.503475, -1.948787, -0.663805], [0.935858, -0.138835, -0.284244], [1.593343, -0.313994, 1.813494], [-1.025855, -2.758986, -0.146688]],
  "forces_ev_per_a": [[-2.7, -1.8, 1.6], [0.1, 0.0, 0.0], [-0.1, 0.2, 0.1], [0.0, 0.0, 0.1], [-0.1, 0.3, -0.2], [-0.1, 0.0, -0.2], [0.1, 0.0, 0.0], [0.0, 0.0, 0.2], [0.2, 0.1, 0.0], [-0.3, 0.0, -0.5], [1.9, 1.7, -0.6], [0.1, -0.1, 0.2], [-0.1, 0.0, -0.2], [0.1, 0.0, 0.0], [0.1, 0.0, -0.2], [-0.1, -0.2, 0.1], [0.7, -0.3, -0.1], [0.2, 0.1, -0.5], [0.1, 0.0, 0.0]],
  "lowdin_charge": [-0.26, 0.10, 0.08, 0.11, -0.17, 0.14, 0.13, 0.06, 0.10, 0.08, 0.16, -0.19, 0.08, 0.10, -0.10, -0.24, -0.39, 0.10, 0.10],
  "homo_energy_ev": -8.2998
}

=====

{
  "formula": "C8H7O6Pt",
  "method": "ωB97M-V with the def2-TZVPD basis set",
  "elements": ["H", "C", "C", "H", "H", "C", "C", "C", "O", "O", "C", "C", "O", "H", "H", "H", "O", "O", "Pt", "H", "O", "C"],
  "positions_angstrom": [[0.892781, 1.879635, 3.720910], [1.241055, -1.286125, 0.875380], [-0.835909, 1.360084, -1.309688], [0.001552, 1.195147, 5.140685], [-0.916032, -1.879901, 3.759620], [0.000716, 1.347675, 4.065266], [-0.031069, -1.318322, 4.076763], [-0.721795, -1.562646, -1.081992], [1.890356, -1.980303, 1.496901], [-1.033250, -2.416254, -1.757521], [1.205970, 1.767971, -4.184219], [0.006235, 0.013892, 3.452904], [1.901900, 1.897278, -5.064543], [1.373624, -0.004266, -1.189722], [-0.869229, 1.900349, 3.718239], [-0.050325, -1.136069, 5.148907], [-2.445480, 0.048150, 2.019396], [0.257204, 0.103493, 2.234842], [0.039651, -0.003955, -0.159112], [0.864620, -1.892700, 3.803472], [-1.276072, 2.007959, -2.128812], [-1.567702, 0.044206, 1.263324]],
  "forces_ev_per_a": [[-0.2, -0.1, 0.2], [1.6, -2.5, 2.2], [-1.7, 2.5, -0.7], [-0.1, 0.8, 0.2], [0.0, 0.1, 0.1], [-0.2, -0.4, 1.6], [-0.2, 0.3, 0.9], [-0.6, -1.5, -1.8], [-0.3, 0.8, -1.2], [0.3, 0.8, 0.8], [0.6, 0.1, -0.7], [2.0, 1.0, -2.1], [-0.6, -0.1, 0.7], [-0.1, 0.2, 0.1], [-0.2, 0.1, 0.2], [-0.1, -0.6, 0.1], [2.5, 0.0, -2.5], [0.3, -0.3, 2.3], [1.5, -0.5, -3.9], [-0.3, 0.2, 0.0], [0.7, -0.8, 0.2], [-5.0, 0.1, 3.2]],
  "lowdin_spin": [0.00, 0.15, 0.18, 0.00, 0.00, 0.00, 0.00, 0.16, 0.03, 0.04, 0.01, 0.02, 0.00, 0.13, 0.00, 0.00, 0.01, 0.06, 1.02, 0.00, 0.07, 0.11],
  "total_charge": 1,
  "spin_multiplicity": 3,
  "homo_energy_ev": [-9.8695, -14.4998],
  "s_squared": 2.0071
}

=====

E per entry: -7450.094 -23928.875 eV
Energy relative to the best compared isomer or geometry (same formula, charge and spin) per entry: 76.96 0.00 kcal per mole